Entry from OMol25: C4H10 in the gas phase (the ωB97M-V functional and the def2-TZVPD basis).

As for the total energy: -4310.0225 eV. The orbital gap comes out at 12.441 eV. As for the HOMO energy: -11.11 eV. The value obtained for the lowest unoccupied orbital energy is 1.33 eV. Its SMILES is CCCC. The calculation puts the relative energy (zero: lowest compared OMol25 entry of this formula, charge and spin) at 7.83 kcal per mole.

Each line ends with the natural charge from an NBO analysis.
Atoms and positions in Å:
C1 0.54699 -0.31898 -0.45643  -0.396
C2 -0.46563 0.32668 0.48951  -0.390
C3 0.95413 0.61779 -1.56464  -0.601
C4 -1.01991 -0.62620 1.53328  -0.608
H1 -0.04015 1.29135 0.94851  0.194
H2 -1.70825 -0.14841 2.18681  0.210
H3 1.44979 1.47581 -1.06707  0.198
H4 0.08877 -1.17398 -0.93691  0.192
H5 -0.17603 -1.00298 2.07782  0.200
H6 1.60603 0.18534 -2.34400  0.212
H7 -1.26554 0.71961 -0.13830  0.191
H8 0.03596 0.99866 -2.03109  0.200
H9 1.40627 -0.76700 0.10535  0.193
H10 -1.49029 -1.57415 1.18853  0.205